Formula: C49H74F30O29S3
Source: OMol25
Level of theory: ωB97M-V/def2-TZVPD

Calculated values
Lowest unoccupied orbital energy in eV: -0.184
ΔE to the lowest compared entry with this formula, charge and spin in eV: 0.000
F_max in eV Å⁻¹: 5.16
Total energy in eV: -225416.187
Highest occupied orbital energy in eV: -11.149

```
185
Properties=species:S:1:pos:R:3:forces:R:3:mulliken_charge:R:1
S 5.036471 -8.654135 3.072296 -0.07 -0.68 1.00 1.11
S 12.027891 -0.832185 0.747746 -0.16 0.22 -1.62 1.11
S 3.809031 4.859545 1.354226 0.34 0.82 0.23 1.14
F -1.567849 9.557205 -7.536704 -0.38 -0.43 0.41 -0.23
F -3.696049 -7.538755 4.059656 -0.11 -0.30 -0.66 -0.25
F -0.883139 13.661495 3.151486 -0.25 -0.19 0.91 -0.23
F -1.583009 13.639025 5.254856 0.14 1.24 0.27 -0.23
F 8.468181 -1.192475 6.793016 -0.09 -0.58 -0.06 -0.22
F -3.169899 0.186685 -1.433914 -1.61 -0.43 -0.13 -0.23
F -3.714439 9.226945 -7.597894 -0.80 0.77 0.89 -0.23
F -10.675119 1.265115 -2.116574 0.87 0.39 1.36 -0.23
F 5.652601 -10.520705 -5.518634 1.01 0.92 0.37 -0.23
F 3.394081 -1.290515 -10.677384 0.45 -0.82 0.14 -0.23
F -3.478889 -8.936155 2.406266 -0.37 -0.57 0.44 -0.21
F 1.210921 3.333325 10.821186 -1.13 -1.05 -1.69 -0.26
F -9.166289 0.024705 4.267336 -0.04 0.41 -0.12 -0.24
F -5.125349 -9.136995 3.946736 0.84 0.06 -1.33 -0.23
F -9.343939 0.415185 2.153166 0.26 -0.13 -0.27 -0.24
F 7.024131 -0.700975 8.317866 0.20 0.06 0.08 -0.25
F 7.562671 -10.611925 -6.561534 0.03 0.18 1.46 -0.24
F 1.444931 -1.612355 -11.472584 -0.62 -0.46 -1.53 -0.24
F -7.543579 0.992885 3.244736 -0.08 0.26 -0.20 -0.23
F 6.802381 -2.580605 7.312976 0.81 -0.10 -0.27 -0.22
F 1.924791 2.722285 8.854316 -0.89 0.11 0.13 -0.23
F -10.456849 -0.397185 -3.545394 -1.25 0.95 1.20 -0.25
F -11.141109 1.515565 -4.185374 -0.03 0.68 -0.31 -0.25
F -2.972019 13.306935 3.593256 0.26 0.52 0.25 -0.25
F -2.483049 8.119095 -8.860854 0.62 -0.55 -0.22 -0.26
F 2.094391 -2.943115 -9.902244 0.52 1.08 -0.25 -0.24
F -1.929219 -0.331625 0.286476 -0.28 0.76 -0.74 -0.23
F 0.853441 1.284265 10.050176 -0.27 0.88 -0.04 -0.23
F 7.224691 -8.955255 -5.126444 -0.04 -0.66 0.63 -0.21
F -1.850999 1.705375 -0.664004 -0.47 -1.03 0.80 -0.25
O 0.297431 -0.811605 -9.173114 3.92 0.24 -0.52 -0.56
O -12.957369 -0.902415 -2.611204 1.60 1.69 -0.71 -0.29
O 2.199371 0.481185 -9.219834 -0.16 -1.97 -1.07 -0.23
O 5.259181 -8.001725 -7.028124 3.13 -2.82 -1.03 -0.54
O 5.032901 3.764725 1.582956 -2.47 0.54 0.39 -0.22
O -0.125809 -0.926155 -1.466714 0.21 -0.71 0.92 -0.23
O 12.508121 0.230205 -0.150924 -1.13 -1.92 1.95 -0.58
O 5.233841 -1.359275 5.662566 2.17 -0.76 1.36 -0.21
O 10.445721 -1.095215 0.322486 1.01 -0.12 0.33 -0.29
O 2.583841 4.152335 1.629636 1.14 0.26 -0.45 -0.58
O -1.347229 2.069395 9.131526 2.79 0.98 0.47 -0.25
O -8.891289 3.345665 3.354056 0.62 -1.11 -0.64 -0.20
O -0.486939 4.124185 8.389476 0.05 -4.27 2.88 -0.55
O 3.796291 -7.859985 2.368816 1.59 -0.60 1.05 -0.25
O 3.971531 5.611065 0.098986 0.05 -1.46 2.38 -0.59
O -3.435219 7.269535 -5.777994 0.60 2.24 -2.56 -0.18
O -0.347349 11.165515 4.147676 -2.31 0.81 0.61 -0.53
O 12.721361 -2.122635 0.746486 -1.03 2.02 0.55 -0.59
O -10.810189 2.263235 3.916556 3.58 -0.05 -1.34 -0.55
O 6.832841 -9.232915 -8.356484 -1.13 0.54 2.96 -0.23
O -0.720639 0.751275 -2.927844 -0.58 -2.89 3.44 -0.59
O 6.131101 -7.704525 3.159096 -1.43 -1.18 -0.42 -0.57
O -13.645699 1.257725 -3.133574 3.34 -2.48 1.05 -0.52
O -4.665589 -6.817455 1.252346 1.60 -3.10 3.45 -0.19
O -2.614939 10.892515 4.439026 0.36 1.21 0.64 -0.31
O -1.258959 7.010665 -6.467984 -2.08 0.37 -0.39 -0.52
O 5.160061 -9.965665 2.438966 -0.02 1.94 0.73 -0.61
O 6.433881 0.620205 5.806916 -0.44 -4.46 1.08 -0.56
O -6.437159 -7.101395 2.645826 2.17 -0.75 -0.37 -0.52
C 0.979781 -1.417365 -2.222204 0.65 -0.37 -0.74 -0.21
C -3.457849 6.264995 -4.839754 0.14 -2.53 2.13 -0.29
C 1.561071 -7.580435 1.766356 0.41 -0.03 -0.21 -1.22
C 4.430651 -8.942145 4.836656 0.34 0.26 -1.22 -0.92
C 6.669891 -9.764165 -6.004544 -1.00 -0.40 -3.04 0.83
C -4.518969 -5.626075 -0.626554 1.03 0.34 -1.54 -1.19
C 3.105771 -1.952885 4.572476 1.46 0.89 1.54 -1.10
C -2.669649 2.261385 8.723986 -1.48 0.65 -0.34 -0.17
C 6.132731 -8.870825 -7.198074 -1.37 1.75 -0.89 0.35
C 4.257991 -0.893095 4.753346 -1.14 0.55 -0.82 -0.22
C -1.719179 13.123315 4.048306 -0.98 -1.37 -0.64 0.87
C 1.607941 1.492615 -8.403994 0.20 0.13 1.28 -0.21
C 2.667551 -8.641425 2.003706 -2.01 0.70 -0.54 -0.13
C -2.526829 9.460625 4.504386 1.46 -1.28 -2.23 -0.16
C -2.825829 2.383005 7.224916 0.38 -0.19 -0.69 -1.08
C 6.591031 3.663495 -0.224054 -0.36 1.14 -0.37 -1.05
C 11.799741 -0.120665 2.440326 0.47 -0.31 -1.36 -0.88
C 9.814401 -2.285855 0.868956 -0.33 -1.09 -0.28 -0.27
C -5.287469 -5.812245 0.577316 -2.73 0.91 0.39 -0.19
C 2.751231 2.100055 -7.607314 0.32 0.62 0.24 -1.15
C 5.850031 -8.864685 -10.509524 -0.40 -0.08 -0.79 -1.11
C -5.293839 -7.375185 2.318426 -1.81 1.20 -0.17 0.29
C -1.482619 11.619235 4.257056 1.94 -2.64 -1.30 0.37
C 4.140821 5.927295 2.831856 0.23 -0.21 -1.23 -0.92
C 0.870131 2.582265 9.685986 2.75 -0.11 1.67 0.81
C -2.367359 7.500995 -6.593324 1.82 -0.67 2.23 0.35
C -2.286669 8.966865 3.039316 -0.46 0.26 0.13 -1.16
C -12.746819 0.429175 -2.901364 -3.37 -0.55 -1.29 0.41
C 6.887501 -8.396405 -9.500704 -0.97 0.22 -0.62 -0.17
C -14.699349 -2.120095 -3.979074 0.58 0.37 -0.32 -0.96
C -9.619649 2.275965 3.536246 -3.44 -0.62 1.92 0.38
C 7.196331 -1.319585 7.142496 -1.68 0.87 -0.16 0.83
C -11.211339 0.699875 -3.145274 -0.54 -1.35 -1.88 0.83
C 1.506221 -0.657025 -9.464774 -4.51 1.74 1.81 0.39
C -8.593949 5.632835 2.795386 -0.56 0.06 1.64 -1.10
C -8.869759 0.903395 3.300726 -0.70 0.44 0.34 0.84
C -0.418109 3.033195 9.029426 -1.51 3.23 -3.04 0.42
C 8.765111 -2.957325 -0.107974 1.11 0.90 0.82 -1.15
C -9.504279 4.614595 3.509276 -0.40 1.15 -1.05 -0.28
C -4.691549 6.376135 -3.914454 0.57 0.41 -0.89 -1.04
C 2.155271 -1.677035 -10.379784 0.38 0.29 0.79 0.87
C -4.371929 -8.324825 3.171456 -0.64 1.46 0.77 0.87
C 6.259561 -0.588295 6.109726 -0.91 3.60 -1.91 0.39
C -14.252549 -1.480895 -2.703524 -1.03 0.57 1.66 -0.35
C -2.541989 8.640465 -7.627644 -0.16 -0.34 -0.97 0.84
C 0.441621 -2.306535 -3.319814 0.14 0.09 -0.34 -1.07
C -2.020769 0.360895 -0.866734 2.59 1.12 -0.76 0.82
C 6.308181 4.121015 1.195866 3.14 -0.29 -0.69 -0.33
C -0.873119 0.030655 -1.904994 0.09 3.17 -2.73 0.40
H 2.305251 -1.566805 3.941446 0.29 -0.14 -0.14 0.37
H -7.639779 5.567095 3.318206 0.31 0.26 -0.59 0.31
H 5.748931 -8.192275 -11.361424 0.23 0.37 0.12 0.37
H 2.883231 -9.274545 1.143046 0.09 0.15 0.05 0.33
H -1.365909 9.326345 2.579886 0.12 -0.02 0.42 0.33
H -5.381919 -4.898735 1.164406 0.16 -0.01 0.33 0.32
H 6.319131 2.614445 -0.340944 -0.07 0.12 -0.01 0.25
H -4.486649 7.005425 -3.048364 0.02 -0.01 -0.06 0.28
H 6.630391 5.128585 1.458716 -0.80 0.66 -0.64 0.23
H -8.542989 5.570845 1.708346 0.12 -0.59 0.21 0.30
H -3.102349 1.359665 9.157306 -0.67 0.30 -0.28 0.26
H -3.832869 2.468805 6.816736 -0.32 -0.37 0.68 0.36
H -4.588699 -6.537805 -1.219844 -0.12 0.31 -0.47 0.31
H 0.873431 1.043385 -7.735574 0.11 -0.20 0.00 0.31
H 7.902511 -2.290965 -0.111284 -0.12 -0.27 -0.34 0.27
H 1.236381 -2.721815 -3.939504 0.14 0.04 0.13 0.37
H -3.437959 8.964075 4.838106 -0.21 0.98 0.32 0.32
H 4.254381 5.306745 3.720736 -0.37 -0.09 -0.24 0.31
H 6.023341 -9.828535 -10.988114 0.45 -0.18 0.42 0.31
H -5.483319 6.847335 -4.496834 -0.29 -0.26 0.18 0.31
H -14.563259 -1.488115 -4.856674 -0.17 0.12 0.06 0.30
H -2.324959 7.882825 2.932046 0.11 -0.04 0.33 0.39
H 3.326691 6.649935 2.887436 -0.01 -0.21 0.08 0.37
H -6.301159 -6.167885 0.392766 -0.27 0.38 -0.30 0.31
H -10.483379 4.681145 3.034886 -0.11 -0.63 0.03 0.32
H -14.970199 -0.739895 -2.351394 -0.06 0.24 -0.33 0.37
H 7.099511 3.625865 1.758646 -0.74 -0.86 0.91 0.38
H 6.003291 4.314035 -0.871714 -0.08 -0.40 -0.42 0.31
H -1.694039 9.106845 5.112176 -0.02 0.45 0.25 0.28
H -4.875939 -4.720295 -1.116684 0.20 -0.25 -0.49 0.38
H 1.970341 -6.711395 1.251226 0.10 -0.04 -0.02 0.31
H -14.293269 -2.242825 -1.925124 0.39 -0.05 0.06 0.32
H -4.963279 5.375905 -3.577104 -0.15 0.15 -0.04 0.32
H 4.709291 -0.658235 3.789356 0.24 -0.05 0.03 0.28
H -0.197229 -1.725275 -3.984724 -0.15 -0.13 0.06 0.32
H -9.030609 6.609765 3.002816 0.14 0.17 0.09 0.37
H 12.788611 0.292225 2.639706 -0.06 -0.23 0.41 0.38
H 10.587701 -2.980465 1.197026 0.10 -0.15 -0.51 0.42
H 9.294871 -2.046525 1.796806 -0.21 0.48 -0.06 0.29
H -9.670639 4.757795 4.576946 0.30 0.41 -0.04 0.32
H 9.130821 -3.153485 -1.115874 0.19 0.44 0.06 0.32
H -3.428879 5.284355 -5.314744 -0.41 0.02 -0.49 0.31
H 4.848261 -8.930045 -10.084934 0.11 0.14 0.35 0.30
H 4.109211 -7.992505 5.264406 0.06 -0.03 -0.21 0.32
H 11.089351 0.703445 2.374796 -0.01 -0.20 -0.22 0.31
H -2.360979 3.288805 6.835626 0.43 -0.15 0.23 0.30
H -0.098579 -3.141715 -2.874004 -0.14 0.07 -0.10 0.28
H 1.052361 2.255405 -8.949494 0.27 -0.22 -0.58 0.28
H -2.365809 1.500375 6.780566 0.04 0.10 -0.31 0.30
H 2.243161 -9.242835 2.807636 0.73 -0.35 0.24 0.28
H 8.493731 -3.941475 0.273966 -0.11 0.17 0.36 0.35
H 2.717031 -2.104705 5.579426 -0.34 -0.06 -0.02 0.31
H 11.458961 -0.895535 3.127006 0.27 0.07 -0.08 0.31
H 1.606891 -2.007435 -1.553884 -0.31 0.17 0.32 0.27
H 6.670691 -7.361595 -9.235604 0.09 0.01 0.17 0.32
H 1.195341 -7.247795 2.737796 -0.04 0.06 -0.05 0.29
H -3.090679 9.348615 2.410076 -0.17 0.06 0.05 0.31
H 1.598101 -0.593495 -2.578604 -0.28 0.13 -0.15 0.33
H 0.711071 -7.918395 1.173576 0.11 -0.35 0.10 0.37
H -14.149149 -3.045125 -4.151434 -0.32 -0.12 -0.03 0.29
H 3.432291 1.382075 -7.150414 -0.49 -0.40 0.13 0.32
H -2.588729 6.167855 -4.189144 0.50 0.84 -0.22 0.33
H -15.761689 -2.261725 -3.780414 -0.01 -0.47 -0.51 0.33
H 5.285731 -9.324835 5.393866 0.06 0.05 -0.24 0.36
H 2.343741 2.742365 -6.826614 -0.06 -0.09 0.11 0.37
H -3.464339 -5.530575 -0.368214 0.05 0.32 -0.07 0.30
H 7.915571 -8.478065 -9.853524 -0.13 0.02 -0.10 0.27
H 3.630501 -9.681865 4.862836 0.07 0.11 -0.26 0.32
H 3.517281 -2.919765 4.282826 -0.11 0.18 -0.48 0.30
H 7.635911 3.795675 -0.504874 0.06 -0.03 0.19 0.39
H 5.076571 6.460645 2.664536 -0.07 0.00 -0.13 0.33
H 3.912301 0.049345 5.178096 -0.44 0.02 -0.24 0.32
H -3.046089 3.173275 9.187506 -0.16 -0.13 0.31 0.30
H 3.441031 2.735545 -8.162674 -0.34 0.05 -0.53 0.31
```
Forces are in eV/Å.

Formula: C5H16N2O
Source: OMol25
Level of theory: ωB97M-V/def2-TZVPD

Calculated values
Structure (SMILES): CN(C)C.NCCO
Lowest unoccupied orbital energy in eV: 0.912
ΔE to the lowest compared entry with this formula, charge and spin in eV: 1.715
F_max in eV Å⁻¹: 2.40
Total energy in eV: -10470.807
Highest occupied orbital energy in eV: -8.936

```
24
Properties=species:S:1:pos:R:3:forces:R:3:mulliken_charge:R:1
O -1.273669 3.468305 0.745866 0.40 -0.40 -0.23 -0.54
N -0.211893 -2.552980 -0.393518 0.10 0.51 -1.15 -0.15
N 1.725497 1.303217 0.711969 -0.17 -0.71 0.48 -0.55
C -0.478006 2.324474 0.338501 -0.23 0.46 0.68 -0.19
C 0.782920 2.301135 1.237715 0.57 0.88 -2.16 -0.47
C -0.724450 -1.219497 -0.202808 0.65 1.44 0.64 -0.90
C 1.154721 -2.490279 -0.854247 1.05 -0.75 1.07 -0.96
C -1.020967 -3.182541 -1.425923 1.25 -1.65 -0.10 -0.95
H 1.332422 -1.934982 -1.764049 -0.24 0.58 -0.48 0.37
H -0.661951 -4.269768 -1.480252 -0.33 1.50 -0.55 0.35
H -1.793926 -1.253694 -0.029410 -0.17 0.03 0.16 0.35
H -0.228568 -0.729618 0.666582 -0.45 -0.52 -0.34 0.19
H -1.081247 1.410709 0.498915 0.33 0.26 -0.20 0.15
H -1.894945 3.694095 0.044336 0.13 -0.16 0.10 0.30
H -0.190805 2.404367 -0.724511 0.02 -0.10 0.46 0.30
H -1.982095 -3.287021 -0.964947 -1.04 0.29 -0.53 0.37
H 2.651699 1.416383 1.103838 0.08 0.45 -0.04 0.24
H 0.536804 2.186715 2.262571 -0.44 -0.19 1.07 0.27
H 1.466031 0.391638 1.078035 -0.15 -0.09 -0.28 0.16
H 1.298563 3.274025 1.120377 -0.49 -0.28 0.13 0.39
H 1.796653 -2.093677 -0.060242 -0.10 0.24 -0.13 0.28
H -0.957964 -2.631700 -2.434915 -0.40 -0.87 1.26 0.30
H -0.534767 -0.484196 -1.034521 -0.11 -0.79 0.13 0.35
H 1.552920 -3.491116 -1.037313 -0.26 -0.13 0.01 0.35
```
Forces are in eV/Å.

What did the second record say?
Formula: C5H16N2O
Source: OMol25
Level of theory: ωB97M-V/def2-TZVPD

Calculated values
Structure (SMILES): CN(C)C.NCCO
Lowest unoccupied orbital energy in eV: 0.912
ΔE to the lowest compared entry with this formula, charge and spin in eV: 1.715
F_max in eV Å⁻¹: 2.40
Total energy in eV: -10470.807
Highest occupied orbital energy in eV: -8.936

```
24
Properties=species:S:1:pos:R:3:forces:R:3:mulliken_charge:R:1
O -1.273669 3.468305 0.745866 0.40 -0.40 -0.23 -0.54
N -0.211893 -2.552980 -0.393518 0.10 0.51 -1.15 -0.15
N 1.725497 1.303217 0.711969 -0.17 -0.71 0.48 -0.55
C -0.478006 2.324474 0.338501 -0.23 0.46 0.68 -0.19
C 0.782920 2.301135 1.237715 0.57 0.88 -2.16 -0.47
C -0.724450 -1.219497 -0.202808 0.65 1.44 0.64 -0.90
C 1.154721 -2.490279 -0.854247 1.05 -0.75 1.07 -0.96
C -1.020967 -3.182541 -1.425923 1.25 -1.65 -0.10 -0.95
H 1.332422 -1.934982 -1.764049 -0.24 0.58 -0.48 0.37
H -0.661951 -4.269768 -1.480252 -0.33 1.50 -0.55 0.35
H -1.793926 -1.253694 -0.029410 -0.17 0.03 0.16 0.35
H -0.228568 -0.729618 0.666582 -0.45 -0.52 -0.34 0.19
H -1.081247 1.410709 0.498915 0.33 0.26 -0.20 0.15
H -1.894945 3.694095 0.044336 0.13 -0.16 0.10 0.30
H -0.190805 2.404367 -0.724511 0.02 -0.10 0.46 0.30
H -1.982095 -3.287021 -0.964947 -1.04 0.29 -0.53 0.37
H 2.651699 1.416383 1.103838 0.08 0.45 -0.04 0.24
H 0.536804 2.186715 2.262571 -0.44 -0.19 1.07 0.27
H 1.466031 0.391638 1.078035 -0.15 -0.09 -0.28 0.16
H 1.298563 3.274025 1.120377 -0.49 -0.28 0.13 0.39
H 1.796653 -2.093677 -0.060242 -0.10 0.24 -0.13 0.28
H -0.957964 -2.631700 -2.434915 -0.40 -0.87 1.26 0.30
H -0.534767 -0.484196 -1.034521 -0.11 -0.79 0.13 0.35
H 1.552920 -3.491116 -1.037313 -0.26 -0.13 0.01 0.35
```
Forces are in eV/Å.

> What is the ΔE to the lowest compared entry with this formula, charge and spin in the second record?

1.715 eV